Molecular formula: C35H28AsClN7O3V
Method: DFT, the ωB97M-V functional and the def2-TZVPD basis

The geometry in XYZ format:
```
76
Properties=species:S:1:pos:R:3:forces:R:3
V 0.00454 1.03655 0.95143 -1.03 -0.93 0.81
Cl 3.12452 5.17980 5.61614 0.09 0.06 0.08
C 1.99609 4.37922 4.58094 -0.04 -0.06 -0.12
C 0.72543 4.04501 5.07718 -0.05 -0.01 -0.08
C -0.18136 3.39875 4.28266 -0.05 -0.08 -0.14
C 0.14895 2.97924 2.97221 0.40 0.67 0.04
O -0.68930 2.26730 2.27813 -0.50 0.53 0.37
C 1.41218 3.41876 2.44698 -0.41 -0.19 0.17
C 1.63932 3.36244 1.04014 -0.19 0.24 -0.10
N 0.94522 2.58870 0.26237 1.17 1.24 -0.20
C 0.75888 2.77382 -1.10779 0.09 0.25 -0.50
C 1.51738 3.50249 -1.99433 -0.06 -0.27 0.31
C 1.12410 3.58191 -3.34039 -0.13 -0.02 -0.24
C -0.01190 2.96226 -3.78899 0.10 0.06 -0.12
C -0.82163 2.22151 -2.90271 0.07 0.00 0.31
C -1.99861 1.54284 -3.28236 -0.04 -0.03 0.19
C -2.71853 0.88378 -2.32307 -0.09 0.04 -0.28
C -2.26718 0.86429 -0.99848 0.24 0.10 0.17
N -1.14848 1.45545 -0.59951 -1.47 0.35 -2.13
C -0.42817 2.13332 -1.55108 -0.01 0.41 -0.34
C 2.31498 4.10775 3.28109 0.09 0.03 0.02
H 0.46738 4.30259 6.09577 0.02 0.04 0.00
H -1.16708 3.14964 4.65445 0.03 -0.04 0.03
H 2.32078 4.10170 0.61881 0.01 -0.04 -0.05
H 2.42113 4.00054 -1.66927 0.00 0.01 0.01
H 1.73344 4.14623 -4.03356 0.00 0.01 0.01
H -0.30226 3.02882 -4.82989 0.01 0.00 0.01
H -2.30800 1.54250 -4.31978 -0.03 0.02 0.00
H -3.62266 0.34670 -2.57367 0.00 0.01 0.02
H -2.80415 0.31507 -0.23896 0.00 -0.06 0.04
H 3.27813 4.40506 2.88474 -0.02 0.06 0.01
N -3.08649 0.11646 2.07894 -0.05 0.21 -0.22
N -2.61335 -0.64892 3.14623 0.08 -0.04 0.02
C -1.29369 -0.68265 3.39358 0.34 -0.22 -0.09
N -0.90777 -1.09339 4.60824 -0.05 0.02 0.01
N -0.43768 -0.46110 2.38857 -0.97 -0.53 -0.13
N 0.71105 0.20662 2.68530 1.05 -0.14 3.47
O 0.94095 0.67810 3.82059 0.04 -0.48 -0.28
O 1.59214 0.22780 1.76466 1.10 -0.43 -0.56
H -3.03282 1.10634 2.31062 -0.04 0.02 0.07
H -4.04518 -0.14297 1.89363 0.00 -0.12 -0.06
H -3.22854 -0.82107 3.92611 -0.04 0.05 0.07
H -1.57772 -1.13315 5.35818 0.01 0.06 0.01
H 0.04704 -0.89996 4.86772 0.10 0.03 0.00
C 3.75869 -4.25264 0.18949 0.03 0.00 0.00
C 3.65689 -3.69665 -1.07606 0.05 -0.03 0.02
C 2.71535 -2.70954 -1.33241 -0.11 0.09 -0.01
C 1.87110 -2.27635 -0.31742 0.14 0.12 0.09
C 1.99169 -2.82138 0.95828 -0.06 0.08 -0.04
C 2.92581 -3.81272 1.20890 -0.02 -0.01 0.02
As 0.45996 -0.96388 -0.61431 0.19 -1.50 -0.91
C -1.01179 -2.24682 -0.57804 -0.16 0.04 -0.08
C -1.55171 -2.88610 0.52641 0.01 0.06 0.05
C -2.55525 -3.83135 0.36141 0.02 0.04 -0.03
C -3.02459 -4.12754 -0.91114 -0.04 -0.02 0.02
C -2.48362 -3.49807 -2.02051 -0.01 0.01 -0.10
C -1.46774 -2.56100 -1.86603 -0.03 0.01 0.20
C -0.75846 -1.87764 -2.96043 0.16 0.06 -0.01
C -1.01920 -2.02061 -4.31828 -0.04 0.00 -0.01
C -0.23510 -1.35365 -5.24884 0.00 0.00 0.00
C 0.81051 -0.53770 -4.83724 0.01 0.00 -0.03
C 1.06406 -0.37132 -3.48262 0.05 0.06 0.11
C 0.28895 -1.04332 -2.55034 0.01 0.20 0.05
H 4.49090 -5.02460 0.38598 0.00 0.00 -0.01
H 4.31064 -4.03535 -1.86920 -0.01 0.01 -0.01
H 2.63322 -2.28830 -2.32584 0.02 -0.03 -0.02
H 1.34720 -2.46873 1.75445 0.00 -0.06 0.04
H 3.00429 -4.24420 2.19838 0.01 0.02 0.00
H -1.18059 -2.66427 1.51570 0.02 -0.01 0.05
H -2.96179 -4.34527 1.22284 0.00 0.01 0.00
H -3.80606 -4.86519 -1.03893 0.01 0.00 -0.01
H -2.84287 -3.75567 -3.00908 0.00 0.00 0.01
H -1.82502 -2.65726 -4.66120 0.00 -0.01 0.02
H -0.43282 -1.48044 -6.30534 -0.01 -0.01 0.00
H 1.42990 -0.04122 -5.57291 -0.01 0.04 0.02
H 1.86634 0.28266 -3.15720 0.01 0.00 -0.02
```
Forces are in eV/Å.

Computed properties:
Total energy in Ha: -5599.2777
Energy relative to the best compared isomer or geometry (same formula, charge and spin) in kJ/mol: 70.82
LUMO level (alpha / beta) in eV: -3.40 / -3.51
Net charge: +1
<S²>: 3.77
Gap between HOMO and LUMO (alpha / beta) in hartree: 0.2260 / 0.2462
2S+1: 4
Molar mass in g/mol: 756.0

These are the Löwdin partial charges, in e, on atoms 1 to 5: 0.72 0.68 -0.67 -0.08 0.00